Record 1
The following is a quantum chemistry calculation of a structure of composition C7H17N at a distorted geometry, from OMol25.

Structure (XYZ):
```
25
Properties=species:S:1:pos:R:3:forces:R:3
C 1.807 1.214 -1.368 2.49 1.12 0.89
C 2.550 -0.097 -0.890 0.36 0.19 -2.42
C 3.126 -0.020 0.479 -1.22 -1.54 1.54
C 0.459 1.379 -0.715 -0.32 -3.31 -1.82
N -0.269 0.248 -0.893 -1.49 3.51 -0.17
C -3.482 -0.399 0.110 1.47 -2.01 -0.99
C -2.465 -1.452 0.895 -0.53 2.78 -1.91
C -1.666 -0.635 1.938 -0.38 -1.71 0.88
H 1.767 1.183 -2.459 -0.53 0.09 0.15
H 2.472 2.071 -1.094 -0.28 -0.40 -0.29
H 1.903 -0.968 -1.158 0.37 0.64 0.85
H 3.444 -0.253 -1.511 -0.41 0.27 -0.51
H 3.404 -1.062 0.796 0.09 1.06 -0.14
H 2.302 0.263 1.143 0.34 0.14 0.52
H 3.957 0.666 0.610 -0.01 0.02 -0.19
H 0.263 2.230 -0.044 -0.49 0.33 -0.45
H 0.437 0.179 -0.127 1.26 -2.09 1.87
H -2.695 0.107 -0.439 -0.22 0.55 -0.41
H -4.073 -0.965 -0.664 0.37 0.54 0.85
H -4.104 0.384 0.554 0.14 -0.66 0.78
H -1.719 -1.691 0.111 -0.65 -0.17 0.18
H -2.985 -2.373 1.152 0.20 0.20 0.80
H -1.147 0.271 1.560 -0.60 -0.77 -0.03
H -0.935 -1.341 2.408 -0.23 0.78 -0.22
H -2.384 -0.378 2.717 0.27 0.42 0.23
```
Forces are in eV/Å.

- HOMO energy (hartree) = -0.299
- charge = 0


Record 2
The following is a quantum chemistry calculation of the ion C7H17N2 with charge +1 at a distorted geometry, from OMol25.

Structure (XYZ):
```
26
Properties=species:S:1:pos:R:3:forces:R:3
C -0.245 -1.863 -0.504 -0.04 -1.86 0.18
C 0.305 -0.445 -0.783 -3.74 0.82 -2.76
C -1.031 0.034 0.060 1.26 0.31 -1.46
C -0.795 0.479 1.451 0.48 0.93 -0.55
C -1.816 0.963 -0.784 -2.61 3.17 -0.16
C 1.869 1.414 -0.741 -0.33 0.36 3.35
C 2.103 -0.496 0.797 0.68 2.92 -0.61
N 1.614 -0.001 -0.530 0.43 -1.95 0.86
N -1.632 -1.377 -0.042 2.53 0.81 1.28
H -0.437 -2.746 -1.180 0.95 1.27 0.17
H 0.281 -2.218 0.386 -0.42 -0.30 -0.02
H -0.052 -0.158 -1.875 1.22 -0.47 1.88
H -1.721 0.674 1.939 -0.77 0.69 0.44
H -0.123 1.376 1.355 -0.90 -0.79 0.61
H -0.321 -0.287 2.008 0.62 -0.58 0.69
H -1.233 1.813 -1.210 0.19 -1.15 -0.15
H -2.533 1.643 -0.210 0.52 -1.31 -0.10
H -2.494 0.525 -1.569 1.12 0.18 0.47
H 1.528 1.751 -1.673 -0.25 0.37 -1.41
H 1.359 2.027 0.083 0.21 -0.44 -1.07
H 2.912 1.661 -0.519 0.00 -0.39 -0.70
H 2.217 -1.541 0.901 -0.07 -1.14 -0.26
H 3.103 -0.036 0.938 -0.54 -0.43 0.02
H 1.442 -0.072 1.554 0.59 -0.37 0.30
H -2.365 -1.370 -0.700 -0.95 -0.45 -1.09
H -1.936 -1.750 0.849 -0.19 -0.21 0.06
```
Forces are in eV/Å.

- HOMO energy (hartree) = -0.450
- SMILES string = CN(C)[C@H]1C[NH2+]C1(C)C
- charge = +1


Record 3
The following is a quantum chemistry calculation of the ion C7H17N2S with charge +1 at a distorted geometry, from OMol25.

Structure (XYZ):
```
27
Properties=species:S:1:pos:R:3:forces:R:3
C -0.427 1.647 -0.426 0.71 -0.91 1.10
C 2.705 0.237 -0.742 -3.13 4.29 -1.37
C 0.361 -1.725 1.395 -2.00 0.51 -0.78
C -2.365 -0.458 0.013 3.12 1.20 3.32
C 1.305 -0.129 -1.271 -1.37 0.67 -0.17
C 0.216 -0.255 1.140 0.62 1.10 1.75
C -1.116 -0.603 -0.868 -0.96 -2.00 0.48
N -0.590 2.295 0.740 0.32 -0.05 1.40
N 0.098 0.118 -0.314 -0.57 0.65 1.05
S -0.835 2.168 -1.870 -0.02 1.00 -0.81
H 3.277 0.426 -1.672 0.04 0.13 0.78
H 2.464 1.291 -0.182 1.53 -2.56 -1.01
H 3.128 -0.546 -0.208 0.78 -1.00 1.41
H -0.291 -2.270 0.757 -0.75 -0.51 -0.61
H 1.289 -2.110 1.163 2.29 -0.63 0.07
H -0.016 -1.971 2.355 0.30 -0.13 1.18
H -2.419 -1.117 0.955 0.27 0.76 -1.66
H -2.384 0.590 0.372 -0.53 -0.54 -0.11
H -3.173 -0.608 -0.562 -3.02 -0.67 -2.01
H 1.238 -1.158 -1.514 -0.09 -1.15 -0.05
H 0.865 0.393 -2.174 1.36 -0.22 0.84
H 1.094 0.231 1.671 -0.90 -0.04 -1.17
H -0.713 0.158 1.649 1.21 -0.88 -0.75
H -1.252 -0.106 -1.810 -0.31 -0.40 -0.46
H -1.039 -1.723 -0.991 1.03 1.36 -0.17
H -0.386 2.026 1.742 -0.07 0.08 -2.17
H -1.034 3.199 0.654 0.14 -0.03 -0.09
```
Forces are in eV/Å.

- HOMO energy (hartree) = -0.485
- SMILES string = CC[N+](CC)(CC)C(N)=S
- charge = +1


Record 4
The following is a quantum chemistry calculation of a cluster of 2 separate species, C7H17N3O3S in total at a distorted geometry, from OMol25.

Structure (XYZ):
```
31
Properties=species:S:1:pos:R:3:forces:R:3
C -0.623 0.256 0.671 0.22 -1.66 0.87
C -4.125 -0.442 -0.958 4.96 -1.46 1.48
C -3.185 1.434 0.681 0.16 1.20 -2.39
C 3.626 -0.851 0.861 -1.35 0.68 -1.07
C 3.746 1.363 -0.158 -0.82 1.40 0.87
C -2.850 0.562 -0.606 -3.51 -1.14 2.05
C -1.624 -0.244 -0.314 -0.72 -0.17 -2.54
N -0.711 -0.514 1.844 2.14 1.36 0.93
N -1.441 -1.276 -1.038 -0.50 0.14 0.65
N 2.876 0.287 0.286 -0.29 -0.96 -0.90
O 0.194 1.142 0.422 -1.95 -0.31 1.46
O 1.112 -1.405 -0.207 0.82 -0.38 -0.18
O 2.693 -0.806 -2.058 1.64 0.69 1.03
S 1.687 -0.240 -0.882 1.28 0.38 0.24
H -3.811 -1.022 -1.852 -0.39 0.05 0.89
H -4.940 0.095 -1.157 -3.20 2.48 -0.95
H -4.367 -1.050 -0.063 0.37 -0.09 -0.65
H -3.587 0.793 1.440 -0.18 -0.24 0.51
H -2.217 1.856 0.987 -0.59 0.19 0.34
H -3.898 2.303 0.468 0.91 -1.31 0.26
H 4.358 -0.421 1.481 1.02 0.11 0.86
H 2.926 -1.441 1.360 -1.03 -0.67 1.59
H 3.979 -1.578 0.166 1.07 -0.04 -1.09
H 4.372 0.999 -0.919 0.56 0.08 -1.93
H 3.153 2.312 -0.336 0.70 -1.27 -0.39
H 4.506 1.652 0.579 -0.60 -0.26 0.62
H -2.854 1.058 -1.541 0.92 1.23 -0.62
H -0.951 -1.538 1.879 0.29 1.89 -0.53
H 0.061 -0.194 2.504 -1.40 -1.02 -0.97
H 2.485 -1.368 -2.791 -1.02 -0.51 -0.31
H -0.590 -1.724 -0.749 0.51 -0.36 -0.12
```
Forces are in eV/Å.

- HOMO energy (hartree) = -0.335
- charge = 0


Record-wise energy above the lowest of the compared OMol25 structures with the same formula, charge and spin values, in eV: 5.563, 2.157, 2.371, 0.000